The following is a DFT calculation (wB97M-V/def2-TZVPD) of a structure of composition C16H28N5NaOS.

## Properties
* energy: -1535.5703 hartree
* HOMO-LUMO gap: 8.595 eV
* LUMO: -5.76 eV
* molar mass: 361.49 g mol⁻¹

ORCA input file:
```
! wB97M-V def2-TZVPD RIJCOSX def2/J DEFGRID3
* xyz 2 1
Na 1.073 0.642 0.631
O 2.939 0.145 1.577
C 3.835 1.037 0.916
C 4.051 2.318 1.713
C 2.734 3.048 1.995
C 2.134 3.585 0.732
C 2.611 4.768 0.171
C 2.026 5.255 -0.983
C 0.988 4.529 -1.550
C 0.600 3.352 -0.938
N 1.151 2.878 0.178
H 3.401 -0.105 2.388
H 3.388 1.259 -0.055
H 4.798 0.543 0.747
H 4.714 2.975 1.151
H 4.546 2.076 2.656
H 2.935 3.874 2.675
H 2.024 2.368 2.475
H 3.416 5.302 0.651
H 2.356 6.183 -1.426
H 0.493 4.866 -2.445
H -0.205 2.752 -1.340
C -3.678 -4.568 -2.279
C -3.026 -3.243 -2.180
C -3.516 -2.068 -2.696
C -2.755 -0.887 -2.539
N -1.610 -0.892 -1.872
C -1.119 -2.030 -1.409
S 0.409 -2.094 -0.707
N -1.832 -3.194 -1.534
C -3.181 0.397 -3.136
H -4.619 -4.516 -2.818
H -3.868 -4.978 -1.285
H -3.019 -5.263 -2.801
H -4.456 -2.058 -3.222
H -1.409 -4.063 -1.224
H -4.262 0.492 -3.161
H -2.831 0.428 -4.171
H -2.728 1.235 -2.608
N 0.218 -3.437 1.910
C -0.211 -2.300 2.762
C -1.468 -1.596 2.226
N -1.122 -0.300 1.649
H 1.164 -3.730 2.170
H 0.247 -3.103 0.844
H -0.408 -4.236 2.024
H 0.590 -1.560 2.769
H -0.369 -2.670 3.775
H -2.188 -1.485 3.043
H -1.931 -2.227 1.465
H -1.388 0.438 2.292
H -1.644 -0.138 0.797
*
```